# 1
A molecular structure, C44H46ClNP2Sb2Tc. Source: OMol25; level of theory: the ωB97M-V functional and the def2-TZVPD basis.

Structure (ORCA input):
```
! wB97M-V def2-TZVPD RIJCOSX def2/J DEFGRID3
* xyz 2 2
Tc -0.422 -0.682 0.832
C -2.730 1.232 3.117
Sb -1.803 1.534 1.236
C -1.170 3.533 1.512
C -3.468 1.820 -0.091
C -4.743 1.279 0.494
C -5.509 2.114 1.307
C -6.682 1.672 1.896
C -7.114 0.375 1.667
C -6.369 -0.460 0.850
C -5.182 -0.032 0.258
C -4.408 -0.995 -0.607
Sb -2.859 -1.971 0.500
C -3.846 -2.535 2.285
C -2.803 -3.857 -0.480
H -3.251 2.145 3.401
H -1.958 0.989 3.845
H -3.449 0.420 3.052
H -2.041 4.053 1.919
H -0.872 3.967 0.562
H -0.362 3.589 2.231
H -3.221 1.391 -1.060
H -3.529 2.903 -0.211
H -5.185 3.137 1.469
H -7.263 2.341 2.518
H -8.037 0.020 2.108
H -6.726 -1.466 0.651
H -3.945 -0.514 -1.469
H -5.057 -1.788 -0.983
H -4.838 -2.915 2.041
H -3.941 -1.695 2.967
H -3.257 -3.316 2.765
H -3.793 -4.304 -0.387
H -2.074 -4.515 -0.009
H -2.556 -3.735 -1.535
N 2.021 1.397 -0.211
P 0.741 2.036 -1.225
C 1.780 2.939 -2.403
C 1.882 2.614 -3.754
C 2.677 3.382 -4.595
C 3.377 4.471 -4.096
C 3.269 4.810 -2.752
C 2.463 4.056 -1.913
C 0.285 0.475 -2.114
C -0.919 0.727 -2.983
C -1.057 0.165 -4.180
C -0.025 -0.707 -4.756
C 1.117 -0.973 -4.124
C 1.389 -0.461 -2.735
P 1.767 0.365 1.083
C 3.067 -0.899 0.926
C 4.222 -0.605 0.195
C 5.238 -1.539 0.074
C 5.117 -2.781 0.685
C 3.978 -3.080 1.418
C 2.956 -2.147 1.538
C 2.165 1.263 2.593
C 2.492 0.569 3.758
C 2.738 1.266 4.931
C 2.668 2.653 4.947
C 2.367 3.350 3.784
C 2.114 2.657 2.609
H 2.863 1.958 -0.206
H 1.337 1.774 -4.171
H 2.747 3.128 -5.645
H 3.998 5.065 -4.755
H 3.800 5.670 -2.363
H 2.358 4.355 -0.872
H -1.663 1.424 -2.611
H -1.932 0.387 -4.782
H -0.190 -1.105 -5.750
H 1.877 -1.588 -4.592
H 2.409 -0.075 -2.624
H 4.342 0.357 -0.288
H 6.132 -1.292 -0.486
H 5.915 -3.508 0.597
H 3.882 -4.042 1.907
H 2.086 -2.397 2.131
H 2.562 -0.512 3.751
H 2.996 0.726 5.834
H 2.867 3.193 5.864
H 2.343 4.433 3.791
H 1.915 3.203 1.695
C 0.071 -0.591 -1.035
C 1.014 -1.464 -1.670
C 1.433 -2.788 -1.410
C 2.551 -3.325 -2.078
C 2.964 -4.612 -1.805
C 2.263 -5.381 -0.876
C 1.159 -4.862 -0.198
C 0.752 -3.575 -0.462
H 3.090 -2.714 -2.795
H 3.826 -5.030 -2.310
H 2.581 -6.397 -0.676
H 0.630 -5.473 0.523
H -0.118 -3.161 0.040
Cl -0.284 -1.523 2.975
*
```

E_HOMO (alpha / beta) = -13.136 / -13.181 eV
expectation value of S² = 0.95
LUMO level (alpha / beta) = -7.81 / -7.90 eV
orbital gap (alpha / beta) = 5.33 / 5.28 eV



# 2
A molecular structure, C44H46NO2P2SiTi. Source: OMol25; level of theory: the ωB97M-V functional and the def2-TZVPD basis.

Structure (ORCA input):
```
! wB97M-V def2-TZVPD RIJCOSX def2/J DEFGRID3
* xyz 2 2
Ti -0.150 -0.032 0.258
C -0.867 1.866 -0.094
Si -2.709 1.709 -0.159
C -2.806 0.176 -1.279
N -1.706 -0.808 -0.929
C -1.317 -1.627 -2.124
C -2.402 -2.613 -2.536
C -2.957 -3.378 -1.316
C -2.097 -3.149 -0.073
C -2.111 -1.664 0.237
C -3.665 3.064 -0.947
C -3.333 3.494 -2.237
C -4.044 4.515 -2.849
C -5.095 5.124 -2.173
C -5.433 4.716 -0.892
C -4.721 3.691 -0.282
C -3.318 1.259 1.533
C -2.570 1.577 2.673
C -3.019 1.240 3.946
C -4.229 0.580 4.096
C -4.995 0.264 2.980
C -4.543 0.602 1.712
H -0.507 2.595 0.638
H -0.510 2.193 -1.080
H -2.621 0.512 -2.302
H -3.765 -0.350 -1.283
H -0.396 -2.152 -1.880
H -1.087 -0.914 -2.914
H -1.951 -3.302 -3.252
H -3.205 -2.105 -3.069
H -3.037 -4.443 -1.526
H -3.972 -3.037 -1.096
H -1.075 -3.504 -0.216
H -2.507 -3.681 0.786
H -1.474 -1.453 1.136
H -3.101 -1.356 0.568
H -2.508 3.039 -2.777
H -3.780 4.840 -3.847
H -5.651 5.922 -2.649
H -6.250 5.195 -0.368
H -4.995 3.382 0.721
H -1.635 2.120 2.576
H -2.436 1.511 4.818
H -4.585 0.324 5.086
H -5.948 -0.234 3.101
H -5.163 0.360 0.854
O 0.938 -1.809 -0.006
P 2.320 -2.449 0.192
C 3.531 -1.135 0.492
P 2.853 0.255 1.429
O 1.603 0.730 0.660
C 2.398 -0.309 3.045
C 1.132 -0.015 3.550
C 0.762 -0.464 4.810
C 1.663 -1.196 5.570
C 2.935 -1.475 5.081
C 3.306 -1.035 3.822
C 4.086 1.502 1.551
C 4.713 1.967 0.387
C 5.653 2.976 0.473
C 5.970 3.522 1.714
C 5.348 3.070 2.867
C 4.402 2.059 2.792
C 2.326 -3.549 1.583
C 3.486 -4.275 1.868
C 3.502 -5.155 2.936
C 2.357 -5.322 3.710
C 1.201 -4.614 3.419
C 1.181 -3.724 2.354
C 2.822 -3.342 -1.247
C 1.878 -4.162 -1.872
C 2.247 -4.919 -2.970
C 3.555 -4.866 -3.440
C 4.498 -4.061 -2.818
C 4.134 -3.295 -1.720
H 3.840 -0.734 -0.477
H 4.413 -1.524 1.005
H 0.440 0.610 2.996
H -0.218 -0.225 5.201
H 1.378 -1.542 6.555
H 3.638 -2.033 5.685
H 4.305 -1.246 3.459
H 4.460 1.563 -0.587
H 6.136 3.343 -0.422
H 6.709 4.311 1.778
H 5.597 3.503 3.826
H 3.914 1.712 3.694
H 4.372 -4.178 1.249
H 4.395 -5.724 3.156
H 2.367 -6.020 4.537
H 0.312 -4.758 4.019
H 0.277 -3.175 2.119
H 0.861 -4.217 -1.499
H 1.521 -5.554 -3.459
H 3.841 -5.459 -4.299
H 5.513 -4.025 -3.188
H 4.879 -2.668 -1.247
*
```

E_HOMO (alpha / beta) = -13.030 / -13.035 eV
expectation value of S² = 0.75
LUMO level (alpha / beta) = -5.23 / -5.34 eV
orbital gap (alpha / beta) = 7.80 / 7.69 eV



Question: Which formula does entry 2 have?
Answer: C44H46NO2P2SiTi



Question: Among the records above, which one has the highest expectation value of S²?
Answer: C44H46ClNP2Sb2Tc